(1)
The following is a DFT calculation (ωB97M-V/def2-TZVPD) of a cluster of 5 separate species, C8H26O8 in total in a non-equilibrium geometry.

Computed properties:
Kohn-Sham gap (Eh): 0.369
LUMO (hartree): 0.0158
Molecular weight (g/mol): 250.3
HOMO energy (eV): -9.600
E_tot (Ha): -922.2387

```
42
C8H26O8, DFT ωB97M-V/def2-TZVPD
O -1.285 0.382 -3.125
C -2.636 0.956 -2.773
C -3.639 -0.106 -2.332
O -3.708 -1.281 -3.245
H -1.439 -0.496 -3.460
H -2.371 1.558 -1.916
H -2.988 1.574 -3.596
H -4.599 0.408 -2.222
H -3.437 -0.554 -1.367
H -4.400 -1.178 -3.924
O 2.541 0.699 -0.830
C 3.582 0.992 0.080
C 4.792 0.179 -0.339
O 4.870 0.353 -1.748
H 2.912 0.789 -1.705
H 3.783 2.043 0.017
H 3.271 0.761 1.093
H 4.728 -0.862 -0.060
H 5.680 0.607 0.157
H 5.803 0.381 -1.930
O 0.976 3.640 2.712
C 0.408 2.333 2.437
C 1.085 1.053 2.909
O 0.886 0.931 4.382
H 1.916 3.488 2.540
H -0.557 2.394 2.959
H 0.157 2.219 1.363
H 2.126 0.972 2.614
H 0.528 0.204 2.514
H 1.449 1.618 4.757
C -2.990 -3.609 0.479
C -1.681 -2.880 0.729
O -1.908 -1.598 1.326
H -3.663 -3.038 -0.172
H -3.419 -3.819 1.440
H -2.809 -4.588 0.040
H -1.173 -2.783 -0.231
H -1.120 -3.592 1.365
H -1.326 -0.929 0.918
O -0.328 0.261 -0.280
H -0.664 0.105 -1.162
H 0.649 0.412 -0.412
```


(2)
The following is a DFT calculation (ωB97M-V/def2-TZVPD) of a cluster of 2 separate species, C4H4O4S in total in a non-equilibrium geometry.

Computed properties:
Net charge: -2
Kohn-Sham gap (Eh): 0.240
LUMO (hartree): 0.2292
Molecular weight (g/mol): 148.1
HOMO energy (eV): -0.282
E_tot (Ha): -853.8650

```
13
C4H4O4S, DFT ωB97M-V/def2-TZVPD
C -0.987 -1.368 -0.513
C -0.887 -0.270 0.296
C -2.006 0.492 1.174
C 0.983 0.649 0.267
O -2.088 1.727 1.281
O 2.503 1.487 -1.782
O -2.829 -0.291 1.648
O 3.160 -0.657 -0.766
S 1.975 0.144 -1.291
H -0.202 -1.719 -1.164
H -1.823 -2.152 -0.521
H 1.367 0.182 1.137
H 0.833 1.777 0.233
```


(3)
The following is a DFT calculation (ωB97M-V/def2-TZVPD) of a structure of composition C3H3FO in a non-equilibrium geometry.

Computed properties:
Kohn-Sham gap (Eh): 0.369
LUMO (hartree): 0.0089
Molecular weight (g/mol): 74.1
HOMO energy (eV): -9.795
E_tot (Ha): -291.1281

```
8
C3H3FO, DFT ωB97M-V/def2-TZVPD
C 1.215 -0.147 -0.012
C 0.057 0.559 -0.256
C -1.197 -0.183 0.045
H 2.148 0.368 -0.051
H 0.169 1.725 -0.212
H -2.225 0.468 0.699
O -1.355 -1.354 -0.207
F 1.189 -1.436 -0.006
```


(4)
The following is a DFT calculation (ωB97M-V/def2-TZVPD) of a structure of composition C37H51BiN10O3.

Computed properties:
Net charge: +2
Kohn-Sham gap (Eh): 0.262
LUMO (hartree): -0.1760
Molecular weight (g/mol): 892.9
HOMO energy (eV): -11.909
E_tot (Ha): -2427.9164

```
102
C37H51BiN10O3, DFT ωB97M-V/def2-TZVPD
Bi -0.227 -0.627 -0.518
C 0.654 -6.248 1.710
O 0.416 -5.016 1.041
C 0.296 -5.064 -0.308
C 0.255 -6.218 -1.058
C 0.154 -6.167 -2.459
C 0.124 -4.960 -3.090
C 0.141 -3.754 -2.346
C 0.365 -2.546 -3.084
N 0.405 -1.352 -2.596
N 0.878 -0.349 -3.436
C 1.285 0.673 -2.741
O 1.206 0.769 -1.431
C 1.896 1.816 -3.457
C 2.801 2.639 -2.792
C 3.368 3.721 -3.447
C 3.018 3.996 -4.762
C 2.119 3.174 -5.429
C 1.563 2.082 -4.783
C 0.167 -3.794 -0.936
O 0.105 -2.746 -0.140
H 0.837 -5.996 2.751
H -0.213 -6.909 1.648
H 1.530 -6.756 1.301
H 0.306 -7.181 -0.571
H 0.125 -7.088 -3.023
H 0.098 -4.901 -4.171
H 0.608 -2.640 -4.142
H 3.064 2.415 -1.766
H 4.086 4.349 -2.934
H 3.449 4.849 -5.269
H 1.859 3.385 -6.458
H 0.877 1.422 -5.298
C -1.196 2.846 3.795
N -1.167 3.459 2.477
C -1.452 4.890 2.520
C -1.004 2.787 1.304
N -1.083 1.499 1.108
C -1.811 0.670 1.983
C -3.141 0.950 2.205
C -3.934 0.183 3.073
C -3.386 -0.887 3.713
C -2.040 -1.256 3.478
C -1.523 -2.388 4.150
C -0.251 -2.815 3.924
C 0.552 -2.130 3.002
C 0.119 -0.995 2.364
N 0.990 -0.461 1.350
C 2.295 -0.318 1.571
N 3.195 -0.473 0.578
C 4.350 0.406 0.454
C 3.118 -1.518 -0.432
N 2.775 0.067 2.769
C 4.039 -0.446 3.288
C 1.991 0.843 3.706
C -1.220 -0.504 2.578
N -0.691 3.621 0.238
C 0.627 4.246 0.270
C -1.176 3.249 -1.073
H -0.650 3.489 4.487
H -0.734 1.869 3.792
H -2.219 2.731 4.161
H -2.336 5.055 3.138
H -1.636 5.270 1.522
H -0.619 5.439 2.964
H -3.563 1.822 1.717
H -4.967 0.458 3.244
H -3.971 -1.475 4.408
H -2.168 -2.921 4.837
H 0.136 -3.695 4.422
H 1.528 -2.524 2.745
H 4.224 1.287 1.078
H 4.423 0.724 -0.587
H 5.281 -0.098 0.722
H 2.291 -2.189 -0.221
H 4.040 -2.104 -0.405
H 3.014 -1.089 -1.431
H 4.399 -1.267 2.674
H 3.869 -0.821 4.299
H 4.803 0.332 3.335
H 1.213 1.371 3.166
H 2.645 1.576 4.180
H 1.538 0.218 4.480
H 0.859 4.565 1.284
H 0.633 5.124 -0.375
H 1.402 3.552 -0.072
H -2.251 3.075 -1.015
H -0.676 2.372 -1.494
H -1.010 4.087 -1.750
N -5.070 0.818 -4.096
C -5.282 0.027 -2.843
C -3.890 -0.446 -2.397
N -2.929 0.594 -2.761
H -5.718 1.596 -4.202
H -5.113 0.244 -4.937
H -4.083 1.149 -3.959
H -5.955 -0.806 -3.021
H -5.730 0.688 -2.105
H -3.634 -1.372 -2.910
H -3.919 -0.648 -1.326
H -2.684 1.197 -1.986
H -2.077 0.221 -3.162
```


(5)
The following is a DFT calculation (ωB97M-V/def2-TZVPD) of a cluster of 2 separate species, C5H11O2S in total in a non-equilibrium geometry.

Computed properties:
Net charge: -1
Kohn-Sham gap (Eh): 0.272
LUMO (hartree): 0.1200
Molecular weight (g/mol): 135.2
HOMO energy (eV): -4.148
E_tot (Ha): -745.8275

```
19
C5H11O2S, DFT ωB97M-V/def2-TZVPD
C -1.082 3.300 0.993
C -1.225 1.758 1.119
O -0.576 1.103 1.962
O -2.035 1.273 0.275
H -0.341 3.511 0.224
H -0.830 3.754 1.948
H -2.078 3.626 0.722
C 1.001 -2.064 0.083
C 0.121 -3.278 -0.265
C 0.579 0.332 -1.184
S 1.518 -1.175 -1.415
H 0.489 -1.355 0.737
H 1.849 -2.352 0.702
H 0.830 -4.062 -0.537
H -0.634 -3.017 -0.964
H 1.090 0.969 -0.458
H 0.327 0.818 -2.122
H -0.390 0.205 -0.683
H -0.374 -3.639 0.633
```


(6)
The following is a DFT calculation (ωB97M-V/def2-TZVPD) of a cluster of 17 separate species, C3H40NO16S in total in a non-equilibrium geometry.

Computed properties:
Net charge: -1
Kohn-Sham gap (Eh): 0.250
LUMO (hartree): 0.0798
Molecular weight (g/mol): 378.4
HOMO energy (eV): -4.634
E_tot (Ha): -1795.0056

```
61
C3H40NO16S, DFT ωB97M-V/def2-TZVPD
C -1.814 -1.178 -1.694
C -1.481 -2.312 -0.805
C -0.247 -3.017 -1.403
S 1.047 -1.666 -1.589
N -1.527 -1.739 0.601
H -1.945 -1.580 -2.677
H -1.114 -0.390 -1.708
H -2.894 -0.839 -1.463
H -2.364 -3.058 -1.017
H 0.220 -3.781 -0.855
H -0.681 -3.571 -2.248
H -1.344 -2.537 1.099
H -0.703 -1.061 0.682
H 1.060 -1.834 -4.718
H 2.318 -1.840 -3.482
O 1.993 -1.820 -4.553
H 1.438 -3.733 2.727
H 2.989 -3.163 2.515
O 2.023 -2.981 2.403
H 2.840 0.505 -1.591
H 2.413 0.928 0.036
O 3.066 1.075 -0.719
H 4.476 -1.528 0.024
H 3.739 -0.270 0.017
O 3.832 -1.078 0.585
H 0.378 4.698 0.606
H -0.932 5.138 1.216
O -0.429 5.061 0.370
H 0.616 0.532 -3.213
H 0.680 1.874 -2.248
O 0.143 1.285 -2.756
H -2.237 2.551 3.428
H -1.504 3.430 2.556
O -2.308 3.408 2.921
H -1.964 -1.285 3.062
H -0.682 -1.895 2.705
O -1.055 -1.594 3.485
H -2.896 0.481 0.219
H -2.322 1.507 1.122
O -2.446 1.304 0.219
H 2.027 -0.867 0.466
H 1.254 -0.323 1.862
O 1.416 -0.250 0.942
H -0.260 2.675 0.092
H -0.076 1.125 0.328
O 0.116 1.980 0.535
H -1.750 3.572 -2.093
H -2.516 3.802 -0.844
O -2.610 3.911 -1.783
H 1.462 3.127 0.369
H 2.832 2.931 -0.531
O 2.052 3.598 -0.317
H -3.573 -1.537 0.371
H -4.820 -0.737 -0.370
O -4.480 -1.173 0.331
H 3.927 -2.772 -2.181
H 3.053 -3.068 -0.915
O 3.894 -3.155 -1.284
H -1.034 0.305 3.974
H -0.335 1.560 3.291
O -0.964 1.269 3.896
```


(7)
The following is a DFT calculation (ωB97M-V/def2-TZVPD) of an isolated molecule of CH4N2OS in a non-equilibrium geometry.

Computed properties:
Kohn-Sham gap (Eh): 0.349
LUMO (hartree): 0.0309
Molecular weight (g/mol): 92.1
HOMO energy (eV): -8.664
E_tot (Ha): -623.2986

```
9
CH4N2OS, DFT ωB97M-V/def2-TZVPD
C 0.757 0.039 -0.094
N 0.078 -1.147 -0.161
O -1.102 -1.052 0.339
S -1.844 0.494 -0.138
N -0.400 1.338 0.159
H 1.360 0.234 0.833
H 1.338 0.221 -1.049
H 0.260 -1.568 -1.118
H -0.447 1.442 1.228
```


Please write out number 1 again, unchanged.
The following is a DFT calculation (ωB97M-V/def2-TZVPD) of a cluster of 5 separate species, C8H26O8 in total in a non-equilibrium geometry.

Computed properties:
Kohn-Sham gap (Eh): 0.369
LUMO (hartree): 0.0158
Molecular weight (g/mol): 250.3
HOMO energy (eV): -9.600
E_tot (Ha): -922.2387

```
42
C8H26O8, DFT ωB97M-V/def2-TZVPD
O -1.285 0.382 -3.125
C -2.636 0.956 -2.773
C -3.639 -0.106 -2.332
O -3.708 -1.281 -3.245
H -1.439 -0.496 -3.460
H -2.371 1.558 -1.916
H -2.988 1.574 -3.596
H -4.599 0.408 -2.222
H -3.437 -0.554 -1.367
H -4.400 -1.178 -3.924
O 2.541 0.699 -0.830
C 3.582 0.992 0.080
C 4.792 0.179 -0.339
O 4.870 0.353 -1.748
H 2.912 0.789 -1.705
H 3.783 2.043 0.017
H 3.271 0.761 1.093
H 4.728 -0.862 -0.060
H 5.680 0.607 0.157
H 5.803 0.381 -1.930
O 0.976 3.640 2.712
C 0.408 2.333 2.437
C 1.085 1.053 2.909
O 0.886 0.931 4.382
H 1.916 3.488 2.540
H -0.557 2.394 2.959
H 0.157 2.219 1.363
H 2.126 0.972 2.614
H 0.528 0.204 2.514
H 1.449 1.618 4.757
C -2.990 -3.609 0.479
C -1.681 -2.880 0.729
O -1.908 -1.598 1.326
H -3.663 -3.038 -0.172
H -3.419 -3.819 1.440
H -2.809 -4.588 0.040
H -1.173 -2.783 -0.231
H -1.120 -3.592 1.365
H -1.326 -0.929 0.918
O -0.328 0.261 -0.280
H -0.664 0.105 -1.162
H 0.649 0.412 -0.412
```


Question: E_tot of number 5 (C5H11O2S)?
Answer: -745.8275 Ha


Question: What is the HOMO energy in the third record?
Answer: -9.795 eV